Entry 1:
11
Properties=species:S:1:pos:R:3:forces:R:3:mulliken_charge:R:1 method="wB97M-V/def2-TZVPD" molar_mass_g_mol=79.10 spin_multiplicity=1 fmax_ha_per_bohr=0.2430 relative_energy_kj_mol=506.73 smiles=C#C[C@@H](C)C#N e_homo_ev=-10.39 lumo_energy_ev=0.8
C 2.382 -0.890 -0.150 1.9 -1.8 -2.5 0.0451
C 1.294 -0.585 0.190 -4.5 0.5 1.5 -0.5746
C -0.123 -0.228 0.593 -0.7 -0.2 -5.1 0.2953
C -0.614 1.089 -0.199 5.3 0.4 -1.0 -1.1721
C -1.344 -0.998 0.243 -10.3 -3.1 -4.5 0.2246
N -2.543 -1.254 -0.247 11.3 2.0 4.8 -0.4678
H 2.958 -1.443 -0.910 0.2 0.9 1.2 0.2918
H -0.219 0.149 1.513 0.1 0.6 4.0 0.3214
H -0.618 1.086 -1.340 0.1 -0.6 1.7 0.2973
H 0.353 1.646 0.145 -2.2 0.5 -1.0 0.3315
H -1.526 1.428 0.164 -1.3 0.7 0.9 0.4076



Entry 2:
70
Properties=species:S:1:pos:R:3:forces:R:3:mulliken_charge:R:1 method="wB97M-V/def2-TZVPD" molar_mass_g_mol=680.60 spin_multiplicity=1 fmax_ha_per_bohr=0.0772 relative_energy_kj_mol=2291.95 e_homo_ev=-6.65 lumo_energy_ev=-4.1
Ca 5.211 -1.998 3.452 -0.5 0.7 -0.4 1.1411
Ca 0.620 4.020 -0.462 0.1 -1.5 0.9 1.4382
S 4.790 3.885 3.495 -0.5 2.2 -0.1 1.2329
O 3.525 4.272 2.893 -1.7 0.5 -0.3 -0.6456
O 5.057 4.573 4.752 -0.1 0.1 0.4 -0.5947
O 4.790 2.466 3.750 0.2 -3.5 0.8 -0.5540
O 5.812 4.151 2.506 1.8 0.1 -1.1 -0.5757
S 0.268 -0.625 0.455 0.8 -2.4 -0.5 1.2251
O 1.306 -1.364 1.200 -0.5 0.0 0.2 -0.7240
O 0.881 0.053 -0.670 1.3 1.3 -2.3 -0.6729
O -0.861 -1.449 0.010 0.1 -0.6 0.1 -0.6305
O -0.320 0.460 1.216 -1.2 3.0 2.3 -0.6411
C -0.783 3.267 6.408 0.9 0.7 -1.0 -0.4800
O -1.899 2.720 5.775 -1.1 -0.7 0.0 -0.5050
H 0.030 2.542 6.431 0.1 0.0 0.6 0.2228
H -0.450 4.045 5.722 0.5 0.6 0.5 0.2214
H -1.025 3.710 7.375 -0.1 -0.3 -0.1 0.2286
H -1.578 2.446 4.912 -0.3 -0.2 -0.1 0.3128
C -4.417 -3.271 3.709 0.5 1.1 -1.3 -0.4294
O -4.249 -3.902 2.452 -0.4 -1.3 -0.2 -0.5264
H -4.779 -2.272 3.464 -0.4 0.2 0.7 0.2095
H -5.149 -3.825 4.297 0.3 0.0 -0.1 0.2104
H -3.451 -3.122 4.190 -0.1 -0.3 0.5 0.2188
H -3.660 -3.437 1.854 0.1 0.3 0.4 0.3173
C -3.184 -0.334 -4.342 0.3 1.4 -0.4 -0.5246
O -3.955 -1.307 -3.720 -0.2 -0.8 -0.1 -0.5032
H -3.369 0.615 -3.840 0.4 0.4 0.2 0.2117
H -2.115 -0.546 -4.370 0.1 -0.1 0.2 0.2361
H -3.473 -0.131 -5.373 -0.4 -0.6 -0.1 0.2533
H -3.512 -1.487 -2.887 -0.1 -0.2 0.2 0.3274
C 5.171 -0.098 -4.964 0.2 -0.1 0.2 -0.4213
O 3.799 0.106 -5.065 -1.6 0.2 -0.7 -0.5078
H 5.400 -1.162 -5.008 0.2 -0.2 0.5 0.1683
H 5.678 0.322 -5.832 -0.1 0.4 0.2 0.2080
H 5.400 0.397 -4.020 1.3 -0.3 -0.1 0.2324
H 3.429 -0.002 -4.186 -0.2 -0.1 -0.1 0.3209
C -5.506 7.184 2.903 2.0 -0.7 0.3 -0.7292
O -6.213 6.175 2.224 -1.4 -0.9 -2.1 -0.2751
P -5.824 5.776 0.687 -1.2 0.0 0.0 1.0215
O -4.408 5.404 0.524 -0.7 0.2 -0.1 -0.6501
O -6.940 4.632 0.254 1.4 2.2 0.5 -0.2838
C -6.747 3.261 0.575 0.0 -1.0 -0.2 -0.6793
O -6.230 7.064 -0.214 0.3 -1.1 0.4 -0.3248
C -7.562 7.591 -0.315 -0.6 -0.3 0.7 -0.6083
H -5.107 6.666 3.775 -0.3 0.5 0.5 0.2934
H -6.044 8.095 3.165 -0.3 -0.3 -0.3 0.2477
H -4.596 7.374 2.335 0.0 0.7 -0.1 0.3354
H -5.721 3.049 0.877 -0.2 0.1 0.6 0.3187
H -6.892 2.602 -0.281 0.0 0.6 -0.6 0.2553
H -7.543 2.925 1.241 0.4 0.3 0.6 0.2646
H -7.804 7.922 -1.325 0.5 -0.1 0.0 0.2543
H -7.694 8.418 0.383 0.3 0.1 -0.1 0.2523
H -8.300 6.843 -0.025 0.0 -0.1 -0.1 0.3075
C 5.544 -8.955 -2.238 0.1 -0.3 0.2 -0.5957
O 5.511 -7.885 -1.258 0.4 1.3 -0.7 -0.3130
P 6.057 -6.393 -1.707 0.0 -0.1 2.2 0.9581
O 5.991 -5.360 -0.609 0.3 -2.1 -1.8 -0.6708
O 7.509 -6.761 -2.290 -1.1 -0.1 0.1 -0.2825
C 8.275 -5.905 -3.115 0.5 1.3 -0.4 -0.6858
O 5.172 -6.007 -2.961 1.3 0.2 -0.4 -0.2536
C 3.819 -5.754 -2.706 -2.2 0.6 -0.1 -0.7350
H 4.950 -9.824 -1.957 -0.1 0.3 0.9 0.2783
H 6.571 -9.317 -2.298 0.0 0.2 -0.5 0.2478
H 5.071 -8.687 -3.183 0.6 0.5 -0.2 0.2839
H 8.226 -6.136 -4.180 -0.3 -0.5 0.1 0.2756
H 9.328 -5.913 -2.833 -0.1 -0.4 0.3 0.2733
H 7.975 -4.861 -3.023 -0.3 0.0 0.1 0.3204
H 3.216 -6.348 -3.394 0.1 -0.8 0.6 0.2719
H 3.407 -4.777 -2.958 1.2 0.7 -0.2 0.2887
H 3.568 -5.814 -1.647 -0.1 -0.7 -0.1 0.3372



Entry 3:
115
Properties=species:S:1:pos:R:3:forces:R:3:mulliken_charge:R:1 method="wB97M-V/def2-TZVPD" molar_mass_g_mol=946.96 spin_multiplicity=1 fmax_ha_per_bohr=0.0113 relative_energy_kj_mol=14.97 e_homo_ev=-6.17 lumo_energy_ev=-0.4
Ti 0.944 -1.023 0.008 -0.3 0.0 -0.5 -2.0013
C -0.927 -0.861 3.951 0.0 0.1 0.0 -0.8077
C -0.460 -1.958 4.662 0.0 0.0 0.0 -0.8572
C 0.423 -2.821 4.055 0.0 0.0 0.0 -0.8570
C 0.840 -2.582 2.743 0.0 0.0 0.0 0.1324
N 0.417 -1.492 2.075 0.1 0.0 0.1 1.6748
C -0.451 -0.667 2.678 0.0 0.0 0.0 -0.6980
N 1.610 -3.559 2.150 0.0 0.0 0.0 -0.5168
C 2.333 -3.352 1.112 0.0 0.0 0.0 0.0056
N 2.553 -2.173 0.411 0.0 -0.1 0.1 0.2918
C 3.715 -2.390 -0.382 0.0 0.0 0.0 0.1666
N 4.585 -1.596 -0.856 0.0 0.0 0.1 -0.4264
C 4.739 -0.248 -0.504 0.0 0.0 0.0 0.0860
C 5.807 0.416 -1.105 0.0 0.0 0.0 -0.6614
C 6.071 1.720 -0.733 0.0 0.0 0.0 -0.4690
C 5.271 2.312 0.231 0.0 0.0 0.0 -0.7109
C 4.226 1.575 0.771 0.0 0.0 0.0 -0.0740
N 3.956 0.324 0.407 0.0 0.0 0.0 0.1008
C 3.937 -3.854 -0.456 0.0 0.0 0.0 0.0222
C 4.820 -4.605 -1.209 0.0 0.0 0.0 -0.6817
C 4.839 -5.975 -0.985 0.0 0.0 0.0 -0.6640
C 4.024 -6.562 -0.014 0.0 0.0 0.0 -0.7288
C 3.166 -5.793 0.760 0.0 0.0 0.0 -0.0714
C 3.134 -4.434 0.505 0.0 0.0 0.0 0.4287
H -1.613 -0.147 4.383 0.0 0.0 0.0 0.5051
H -0.793 -2.140 5.675 0.0 0.0 0.0 0.4355
H 0.795 -3.708 4.544 0.0 0.0 0.0 0.5866
H -0.805 0.165 2.082 0.0 0.0 0.0 0.2281
H 6.409 -0.114 -1.830 0.0 0.0 0.0 0.4790
H 6.896 2.261 -1.179 0.0 0.0 0.0 0.4117
H 5.444 3.327 0.564 0.0 0.0 0.0 0.4469
H 3.567 1.982 1.533 0.0 0.0 0.0 0.0145
H 5.463 -4.134 -1.940 0.0 0.0 0.0 0.5496
H 5.500 -6.603 -1.568 0.0 0.0 0.0 0.4283
H 4.071 -7.633 0.138 0.0 0.0 0.0 0.4117
H 2.542 -6.228 1.529 0.0 0.0 0.0 0.5564
C -4.034 -0.087 -4.936 0.0 0.0 0.0 -0.6878
C -3.666 1.123 -4.362 0.0 0.0 0.0 -0.6517
C -3.253 1.158 -3.039 0.0 0.0 0.0 -0.0189
C -3.219 -0.003 -2.266 0.0 0.0 0.0 0.0452
C -3.578 -1.211 -2.856 0.0 0.0 0.0 -0.5011
C -3.984 -1.250 -4.182 0.0 0.0 0.0 -0.5978
P -2.616 0.136 -0.545 0.0 0.0 0.0 2.6744
C -4.118 0.628 0.384 0.0 0.0 0.0 0.6756
C -4.090 0.499 1.775 0.0 0.0 0.0 -0.4829
C -5.135 0.970 2.551 0.0 0.0 0.0 -0.6451
C -6.228 1.585 1.950 0.0 0.0 0.0 -0.6432
C -6.270 1.708 0.570 0.0 0.0 0.0 -0.6942
C -5.223 1.231 -0.211 0.0 0.0 0.0 -0.7061
C -2.308 -1.564 -0.022 0.0 0.0 0.0 0.1723
C -3.410 -2.396 0.242 0.0 0.0 0.0 -0.0659
C -3.238 -3.738 0.491 0.0 0.0 0.0 -1.1809
C -1.948 -4.264 0.426 0.0 0.0 0.0 -1.1125
C -0.872 -3.444 0.162 0.0 0.0 0.0 0.0570
C -0.997 -2.054 -0.022 0.0 0.0 0.0 1.0339
H -4.345 -0.122 -5.972 0.0 0.0 0.0 0.3773
H -3.688 2.033 -4.947 0.0 0.0 0.0 0.4386
H -2.945 2.104 -2.605 0.0 0.0 0.0 0.2453
H -3.518 -2.130 -2.288 0.0 0.0 0.0 0.2956
H -4.250 -2.198 -4.632 0.0 0.0 0.0 0.4356
H -3.250 0.005 2.252 0.0 0.0 0.0 0.3760
H -5.100 0.855 3.627 0.0 0.0 0.0 0.4564
H -7.044 1.956 2.555 0.0 0.0 0.0 0.3969
H -7.125 2.170 0.093 0.0 0.0 0.0 0.4176
H -5.277 1.322 -1.289 0.0 0.0 0.0 0.4157
H -4.408 -1.972 0.246 0.0 0.0 0.0 0.5451
H -4.087 -4.373 0.708 0.0 0.0 0.0 0.3887
H -1.784 -5.324 0.581 0.0 0.0 0.0 0.4757
H 0.102 -3.913 0.104 0.0 0.0 0.0 -0.1382
C -1.328 3.961 -0.998 0.0 0.0 0.0 -1.2041
N -1.243 2.994 0.115 0.0 0.0 0.1 1.9257
C -2.091 3.421 1.255 0.0 0.0 0.0 -0.9557
C 0.158 2.696 0.596 0.0 0.0 0.0 0.1994
C 1.081 2.273 -0.507 0.0 0.0 0.0 1.5102
C 1.791 3.302 -1.129 0.0 0.0 0.0 0.0099
C 2.677 3.050 -2.160 0.0 0.0 0.0 -1.3774
C 2.867 1.740 -2.565 0.0 0.0 0.0 -1.3305
C 2.180 0.716 -1.930 0.0 0.0 0.0 0.6432
C 1.269 0.929 -0.879 0.0 0.0 0.2 0.4014
H -2.377 4.094 -1.260 0.0 0.0 0.0 0.3844
H -0.767 3.587 -1.849 0.0 0.0 0.0 0.4214
H -0.911 4.912 -0.669 0.0 0.0 0.0 0.2861
H -1.605 2.072 -0.211 0.0 0.0 -0.1 -2.1652
H -1.748 4.395 1.601 0.0 0.0 0.0 0.4517
H -1.979 2.703 2.063 0.0 0.0 0.0 0.1154
H -3.130 3.461 0.932 0.0 0.0 0.0 0.4099
H 0.068 1.930 1.366 0.0 0.0 0.0 -1.5570
H 0.508 3.598 1.099 0.0 0.0 0.0 0.4974
H 1.666 4.319 -0.769 0.0 0.0 0.0 0.4546
H 3.229 3.859 -2.620 0.0 0.0 0.0 0.3848
H 3.568 1.504 -3.356 0.0 0.0 0.0 0.4655
H 2.401 -0.291 -2.264 0.0 0.0 0.0 0.3637
F 0.082 -3.270 -5.797 0.0 0.0 0.0 -0.3797
C 0.258 -2.807 -4.538 0.0 0.0 0.0 -0.0558
C -0.289 -1.588 -4.191 0.0 0.0 0.0 -0.8952
C -0.102 -1.126 -2.898 0.0 0.0 0.0 0.4657
C 0.616 -1.849 -1.939 0.2 -0.1 0.0 1.5184
C 1.145 -3.074 -2.346 0.0 0.0 0.0 -0.3858
C 0.978 -3.562 -3.639 0.0 0.0 0.0 -1.1724
H -0.854 -1.019 -4.919 0.0 0.0 0.0 0.5405
H -0.525 -0.161 -2.644 0.0 0.0 0.0 0.3223
H 1.702 -3.696 -1.657 0.0 0.0 0.0 0.1494
H 1.398 -4.512 -3.944 0.0 0.0 0.0 0.5333
S 1.593 1.609 3.363 0.1 0.0 0.1 -0.3075
C 1.063 3.255 3.583 -0.1 -0.1 -0.1 0.0958
C -0.208 3.559 4.101 0.0 0.0 0.1 -0.3451
C -0.681 4.861 4.174 0.0 0.0 0.0 -0.6531
C 0.096 5.924 3.729 0.0 0.0 0.0 -0.4495
C 1.371 5.652 3.239 0.0 0.0 0.0 -0.5930
C 1.846 4.352 3.176 0.0 0.0 0.0 -0.3500
H -0.822 2.739 4.461 0.0 0.0 0.0 0.4672
H -1.667 5.049 4.588 0.0 0.0 0.0 0.4052
H -0.270 6.941 3.787 0.0 0.0 0.0 0.3818
H 2.005 6.467 2.909 0.0 0.0 0.0 0.3961
H 2.842 4.159 2.795 0.0 0.0 0.0 0.4431



Entry 4:
55
Properties=species:S:1:pos:R:3:forces:R:3:lowdin_spin:R:1 method="wB97M-V/def2-TZVPD" molar_mass_g_mol=468.37 spin_multiplicity=8 fmax_ha_per_bohr=0.1199 e_homo_ev="-3.35 / -4.16" lumo_energy_ev="0.0 / 0.0"
P 0.698 2.683 -0.548 -1.3 -0.7 0.4 0.0239
P -2.809 0.148 -1.013 0.9 0.5 0.5 0.0810
C -0.912 2.437 -1.370 -0.6 0.1 -0.5 0.0170
C -2.277 1.952 -0.775 -0.1 -0.5 -1.5 0.1236
H -0.727 1.858 -2.306 0.2 0.3 0.6 0.0022
H -1.138 3.481 -1.666 0.2 -0.5 -0.1 0.0032
H -2.590 2.515 0.160 0.1 0.3 0.1 0.0991
H -3.033 2.383 -1.431 0.5 0.5 -0.1 0.0058
C -3.574 0.277 -2.684 -0.5 0.0 -0.3 0.0341
H -3.757 -0.747 -3.028 0.0 0.2 -0.1 0.0030
H -2.898 0.777 -3.394 -0.1 -0.2 0.2 0.0011
H -4.531 0.818 -2.641 0.3 -0.2 -0.2 0.0036
C -4.313 0.260 0.062 -0.4 -0.2 -0.2 0.0427
H -5.176 0.510 -0.570 0.0 0.0 0.4 0.0026
H -4.256 1.001 0.882 0.1 -0.2 -0.3 0.0415
H -4.467 -0.735 0.500 -0.1 0.3 0.0 0.0024
C 1.690 3.539 -1.743 0.2 0.7 -0.6 0.0070
H 2.753 3.345 -1.557 -0.3 0.2 0.0 0.0014
H 1.461 4.623 -1.642 0.3 -0.6 -0.2 0.0016
H 1.433 3.203 -2.764 0.1 0.1 0.5 0.0014
C 0.573 3.677 0.937 0.5 0.7 0.0 0.1085
H -0.190 3.402 1.685 0.0 -0.1 -0.3 0.1151
H 0.398 4.709 0.638 0.0 0.1 0.0 0.0078
H 1.543 3.628 1.446 -0.1 0.0 -0.1 0.0122
Eu -1.436 1.098 1.412 0.4 -2.0 1.7 5.9123
C -4.689 4.048 -0.620 -0.9 -0.3 -0.4 0.0388
C -4.576 3.700 -1.918 -0.6 0.0 0.8 0.0194
C -4.265 4.661 -3.027 -0.2 0.0 -0.4 0.0073
C -3.176 5.740 -2.776 -0.4 0.2 -0.5 0.0063
C -2.098 5.443 -1.778 0.5 0.7 0.2 0.0256
C -2.220 5.618 -0.452 0.2 0.5 -0.5 0.0221
C -3.459 6.186 0.176 -0.4 0.1 0.7 0.0180
C -4.796 5.484 -0.181 0.2 0.2 0.0 0.0101
C 1.489 1.185 -0.054 1.1 -0.6 0.4 0.0413
H -4.881 3.299 0.166 0.1 0.3 -0.6 0.0232
H -4.842 2.683 -2.256 0.4 0.6 0.4 0.0037
H -5.189 5.195 -3.313 0.2 -0.2 0.0 0.0024
H -3.986 4.078 -3.915 0.0 0.1 0.2 0.0006
H -2.690 5.920 -3.748 -0.2 0.1 0.3 0.0002
H -3.701 6.672 -2.521 0.3 -0.1 0.1 0.0015
H -1.107 5.304 -2.235 -0.3 -0.2 0.4 0.0024
H -1.362 5.519 0.219 -0.3 -0.1 -0.4 0.0106
H -3.581 7.250 -0.097 0.3 -0.3 0.0 0.0024
H -3.355 6.177 1.267 0.1 -0.1 -0.2 0.0111
H -5.458 5.542 0.700 0.2 0.0 -0.3 0.0033
H -5.274 6.073 -0.979 0.0 -0.3 0.2 0.0004
H 1.137 0.862 0.959 0.3 0.1 -0.8 0.0400
H 2.574 1.415 0.061 -0.5 -0.1 0.0 0.0035
H 1.363 0.372 -0.784 -0.2 0.0 0.4 0.0011
C 0.378 -3.173 0.059 -0.3 -1.1 0.5 0.0008
C -0.184 -1.872 0.497 1.8 3.0 -5.1 0.0113
O -0.665 -1.336 1.459 -1.5 -0.7 3.8 0.0382
H 0.551 -3.050 -1.016 -0.1 -0.2 0.4 0.0007
H -0.261 -4.065 0.188 0.0 -0.1 0.3 -0.0006
H 1.366 -3.343 0.515 -0.1 0.0 0.2 0.0005